1.
Here is an isolated ion of composition C4H5N2 and charge +1 in a non-equilibrium geometry from the Open Molecules 2025 dataset. Energies are from the ωB97M-V functional and the def2-TZVPD basis.

Each line ends with the natural charge from an NBO analysis.
Cartesian coordinates (Å):
1 C -0.536 0.134 1.727  -0.3282
2 C -0.883 0.358 0.466  0.4617
3 N -0.490 0.251 -0.763  -0.4743
4 C 0.753 -0.460 -1.042  -0.3525
5 C 1.534 -0.540 0.181  0.2861
6 N 1.727 -0.611 1.326  -0.2442
7 H -0.942 -0.785 2.159  0.3015
8 H -0.253 0.812 2.519  0.3185
9 H -0.784 0.775 -1.539  0.4605
10 H 1.338 0.105 -1.790  0.2816
11 H 0.690 -1.508 -1.372  0.2893

The gap between HOMO and LUMO is 10.5962 eV. As for the total charge: +1. As for the HOMO energy: -0.592 Ha. The SMILES is C=C=[NH+]CC#N. The LUMO energy is -5.514 eV. The calculation puts the calculated total energy at -7198.4770 eV.


2.
Here is a 11-piece molecular cluster, C11H44N21O13P overall in a non-equilibrium geometry from the Open Molecules 2025 dataset. Energies are from the ωB97M-V functional and the def2-TZVPD basis.

Each line ends with the Mulliken charge.
Cartesian coordinates (Å):
1 O 1.330 1.918 2.450  -0.6747
2 P 0.647 1.919 1.074  0.4742
3 N -0.644 3.165 1.132  -0.3017
4 C -1.835 2.394 1.589  0.3033
5 O -1.768 1.929 2.757  -0.4607
6 O -2.975 2.177 0.786  -0.4441
7 H 1.544 2.136 -0.020  0.1573
8 H -0.050 0.664 0.880  0.0951
9 H -0.808 3.537 0.179  0.3557
10 H -2.768 1.423 0.167  0.3202
11 N -0.970 0.019 -3.738  -0.3212
12 C -1.803 0.074 -2.673  0.6406
13 N -2.172 -1.132 -2.184  -0.1889
14 O -2.190 1.135 -2.190  -0.7050
15 H -0.642 -0.841 -4.148  0.1783
16 H -0.669 0.895 -4.133  0.1961
17 H -2.794 -1.137 -1.388  0.1597
18 H -1.863 -2.009 -2.568  0.1394
19 N 5.988 2.799 3.200  -0.1520
20 C 4.854 2.155 2.819  0.5494
21 N 3.726 2.585 3.431  -0.2356
22 O 4.854 1.255 1.987  -0.7019
23 H 6.011 3.540 3.881  0.1780
24 H 6.847 2.507 2.767  0.1300
25 H 2.852 2.128 3.174  0.3381
26 H 3.709 3.320 4.114  0.1051
27 N -6.142 -3.471 0.240  -0.2659
28 C -4.811 -3.237 0.206  0.4946
29 N -4.068 -4.087 0.957  -0.3038
30 O -4.314 -2.330 -0.451  -0.6866
31 H -6.567 -4.212 0.775  0.2206
32 H -6.730 -2.861 -0.304  0.1881
33 H -3.071 -3.946 0.959  0.1938
34 H -4.456 -4.834 1.503  0.1688
35 N -1.094 -4.476 -6.503  -0.3405
36 C -1.405 -3.734 -5.413  0.5333
37 N -2.718 -3.437 -5.291  -0.2203
38 O -0.559 -3.364 -4.602  -0.7183
39 H -1.771 -4.788 -7.176  0.1747
40 H -0.126 -4.720 -6.632  0.1900
41 H -2.991 -2.886 -4.493  0.1305
42 H -3.429 -3.736 -5.954  0.3637
43 N -4.697 -5.615 -9.070  -0.3758
44 C -5.004 -4.874 -7.979  0.6218
45 N -6.316 -4.571 -7.850  -0.4189
46 O -4.159 -4.507 -7.170  -0.6792
47 H -5.373 -5.925 -9.743  0.1758
48 H -3.729 -5.861 -9.200  0.1899
49 H -6.584 -4.021 -7.050  0.2118
50 H -7.023 -4.861 -8.500  0.1744
51 N -0.759 2.941 6.565  -0.3362
52 C -0.579 1.636 6.891  0.5981
53 N -0.766 0.769 5.868  -0.3128
54 O -0.272 1.274 8.018  -0.6859
55 H -1.011 3.258 5.646  0.1767
56 H -0.629 3.619 7.298  0.1971
57 H -0.642 -0.209 6.067  0.1751
58 H -1.018 1.049 4.935  0.2380
59 N -9.049 -7.245 2.131  -0.4268
60 C -7.841 -6.734 1.798  0.6657
61 N -6.935 -7.648 1.371  -0.3482
62 O -7.587 -5.538 1.876  -0.7158
63 H -9.279 -8.220 2.075  0.1594
64 H -9.749 -6.596 2.453  0.2220
65 H -6.024 -7.306 1.113  0.1862
66 H -7.124 -8.631 1.300  0.1744
67 N 1.934 4.482 -3.403  -0.3948
68 C 2.126 3.178 -3.085  0.6756
69 N 1.943 2.310 -4.110  -0.4036
70 O 2.440 2.813 -1.961  -0.6853
71 H 1.676 4.802 -4.318  0.1580
72 H 2.061 5.157 -2.667  0.2245
73 H 2.077 1.331 -3.913  0.2248
74 H 1.685 2.588 -5.040  0.1670
75 N 4.875 6.810 4.713  -0.3768
76 C 6.193 6.515 4.599  0.6608
77 N 6.998 7.583 4.383  -0.4078
78 O 6.624 5.374 4.686  -0.6814
79 H 4.502 7.740 4.645  0.1572
80 H 4.245 6.042 4.874  0.1987
81 H 7.985 7.403 4.293  0.2341
82 H 6.666 8.527 4.308  0.1561
83 N 9.401 2.825 3.141  -0.3252
84 C 10.599 3.349 2.780  0.5957
85 N 11.504 2.442 2.332  -0.3891
86 O 10.845 4.544 2.852  -0.6443
87 H 9.180 1.847 3.089  0.1625
88 H 8.702 3.468 3.479  0.1794
89 H 12.406 2.792 2.054  0.2214
90 H 11.322 1.457 2.265  0.1682

The gap between HOMO and LUMO is 8.2786 eV. As for the total charge: 0. As for the HOMO energy: -0.304 Ha. The SMILES is O=[PH2]NC(=O)O.NC(N)=O.NC(N)=O.NC(N)=O.NC(N)=O.NC(N)=O.NC(N)=O.NC(N)=O.NC(N)=O.NC(N)=O.NC(N)=O. The LUMO energy is 0.008 eV. The calculation puts the calculated total energy at -79330.2283 eV.


3.
Here is a 11-piece molecular cluster, C2H25O11 overall in a non-equilibrium geometry from the Open Molecules 2025 dataset. Energies are from the ωB97M-V functional and the def2-TZVPD basis.

Each line ends with the natural charge from an NBO analysis.
Cartesian coordinates (Å):
1 C 25.787 19.490 4.538  -0.6265
2 C 24.576 19.635 5.423  -0.1015
3 O 23.617 18.562 5.267  -1.0100
4 H 26.362 18.640 4.967  0.1884
5 H 26.455 20.367 4.478  0.2037
6 H 25.478 19.229 3.488  0.1963
7 H 24.094 20.600 5.259  0.1233
8 H 24.841 19.676 6.439  0.1456
9 O 25.961 16.853 7.199  -0.9331
10 H 26.125 17.760 7.361  0.4696
11 H 26.486 16.584 6.437  0.4657
12 O 25.689 18.465 1.105  -0.9438
13 H 25.521 19.377 0.925  0.4576
14 H 25.541 18.327 2.025  0.4779
15 O 25.179 16.630 3.229  -0.9439
16 H 25.350 17.033 4.023  0.4696
17 H 24.333 16.983 2.886  0.4838
18 O 22.682 17.947 7.596  -0.9945
19 H 22.986 18.340 6.744  0.4969
20 H 23.181 17.148 7.468  0.4605
21 O 23.000 21.624 7.896  -0.9451
22 H 23.519 20.947 7.515  0.4744
23 H 22.967 21.456 8.844  0.4706
24 O 21.475 20.019 5.751  -0.9671
25 H 22.235 19.617 5.377  0.4843
26 H 21.527 20.967 5.647  0.4513
27 O 24.421 17.971 9.771  -0.9785
28 H 24.020 18.420 9.014  0.4947
29 H 24.030 17.112 9.789  0.4666
30 O 23.018 20.083 2.968  -0.9750
31 H 23.060 21.010 2.835  0.4592
32 H 23.441 19.889 3.821  0.4993
33 O 20.994 18.088 3.668  -0.9609
34 H 20.505 18.908 3.636  0.4762
35 H 21.870 18.397 3.692  0.4831
36 O 22.625 16.145 5.014  -0.9855
37 H 21.956 16.441 4.387  0.4755
38 H 23.025 16.953 5.288  0.4912

The gap between HOMO and LUMO is 8.8476 eV. As for the total charge: -1. As for the HOMO energy: -0.222 Ha. The LUMO energy is 2.795 eV. The calculation puts the calculated total energy at -25003.2927 eV.